{
  "formula": "C26H46BrIrN2O3S3SbSi4",
  "method": "ωB97M-V with the def2-TZVPD basis set",
  "fmax_ev_per_a": 0.4,
  "total_charge": -1,
  "e_above_lowest_ev": 0.000,
  "e_homo_ev": -5.32,
  "gap_ev": 6.472,
  "symbols": ["Ir", "C", "C", "C", "C", "C", "C", "N", "N", "Si", "C", "C", "C", "H", "H", "H", "H", "H", "H", "H", "H", "H", "H", "H", "H", "H", "H", "H", "S", "Sb", "S", "S", "C", "O", "Si", "C", "C", "C", "Si", "C", "C", "C", "Si", "C", "C", "C", "H", "H", "H", "H", "H", "H", "H", "H", "H", "H", "H", "H", "H", "H", "H", "H", "H", "H", "H", "H", "H", "H", "H", "H", "H", "H", "H", "Br", "C", "C", "C", "C", "C", "C", "C", "O", "O", "H", "H", "H", "H"],
  "xyz": [[-0.19783, -1.00061, -0.51152], [-3.32530, -2.97520, -0.28046], [-3.21675, -1.84198, -1.25066], [-4.22938, -1.58361, -2.15996], [-4.09157, -0.52585, -3.05518], [-2.93944, 0.22411, -3.08412], [-1.91136, -0.11494, -2.18666], [-2.11891, -1.08117, -1.24368], [-0.65614, 0.34878, -2.07083], [0.24795, 0.91054, -3.46477], [2.08296, 0.64810, -3.26100], [-0.22299, -0.07978, -4.99702], [-0.12897, 2.71388, -3.82556], [-4.28875, -2.95426, 0.23011], [-2.53043, -2.93740, 0.45617], [-3.25458, -3.92437, -0.81839], [-5.12325, -2.19184, -2.14310], [-4.89778, -0.29531, -3.74164], [-2.80553, 1.04166, -3.77765], [2.28821, -0.35964, -2.89559], [2.56611, 1.35211, -2.58503], [2.53990, 0.75695, -4.24967], [0.06450, -1.12717, -4.87734], [0.32984, 0.32054, -5.85239], [-1.28380, -0.05173, -5.24279], [0.08523, 3.33827, -2.95799], [-1.17934, 2.86308, -4.08883], [0.47992, 3.06749, -4.66248], [1.54107, -6.12297, -0.86943], [0.55419, -4.15014, -0.74533], [0.06942, -2.84830, 1.02918], [0.30143, -2.58933, -2.36179], [2.36584, -1.51058, 3.27375], [1.31629, -1.07771, 2.45590], [0.38282, 0.28107, 2.66990], [1.49926, 1.68558, 3.24413], [-0.45749, -0.17982, 4.31592], [-0.71238, 0.51328, 1.13073], [-2.49747, 0.37758, 1.74360], [-3.92283, 0.61323, 0.49998], [-2.88823, -1.26001, 2.62162], [-2.93843, 1.74742, 2.99377], [-0.51232, 2.29304, 0.48366], [1.11996, 2.61713, -0.38128], [-0.59071, 3.69712, 1.77092], [-1.91284, 2.93559, -0.62473], [3.25305, -0.88458, 3.13703], [2.62216, -2.53482, 2.98923], [2.09359, -1.50989, 4.33623], [2.32823, 1.20461, 3.77326], [0.97964, 2.31695, 3.96852], [1.92499, 2.29979, 2.45808], [0.32766, -0.08775, 5.07438], [-0.78346, -1.22045, 4.31021], [-1.28912, 0.44006, 4.64514], [-3.63432, 0.91669, -0.50236], [-4.58689, 1.38824, 0.89292], [-4.51400, -0.29997, 0.41297], [-2.15723, -2.04385, 2.42059], [-3.86948, -1.62382, 2.30675], [-2.92484, -1.11718, 3.70155], [-3.33715, 2.61450, 2.46279], [-2.11976, 2.09705, 3.62131], [-3.73345, 1.37476, 3.64837], [1.92474, 2.72678, 0.34307], [1.05071, 3.54162, -0.96333], [1.40595, 1.79745, -1.03317], [0.06698, 3.60652, 2.62976], [-1.60288, 3.88118, 2.13106], [-0.27866, 4.59193, 1.21964], [-2.13198, 2.34767, -1.51191], [-1.60993, 3.93672, -0.95090], [-2.83551, 3.05462, -0.05170], [8.00468, -3.79659, -0.28267], [6.42067, -2.75025, -0.14871], [6.41884, -1.63280, 0.66965], [5.26065, -0.87664, 0.76500], [4.11922, -1.23181, 0.05657], [4.15237, -2.35215, -0.76383], [5.30149, -3.12258, -0.87252], [2.85886, -0.39879, 0.22055], [2.89770, 0.59236, 0.93346], [1.87908, -0.84074, -0.47789], [7.30785, -1.36181, 1.22256], [5.21827, 0.00244, 1.39508], [3.26890, -2.60905, -1.33424], [5.32224, -3.99928, -1.50495]],
  "forces_ev_per_angstrom": [[-0.022, 0.425, -0.083], [0.008, -0.007, -0.007], [0.031, 0.047, -0.040], [-0.026, 0.012, -0.012], [-0.018, -0.018, 0.001], [0.050, 0.005, 0.003], [0.024, -0.002, 0.022], [-0.048, -0.128, 0.050], [-0.009, -0.040, 0.012], [-0.033, 0.006, 0.001], [0.026, -0.008, -0.019], [0.042, -0.008, 0.010], [-0.004, -0.006, 0.033], [-0.007, -0.003, -0.011], [-0.008, 0.000, 0.008], [0.014, 0.002, 0.008], [0.001, 0.003, -0.001], [0.000, -0.001, 0.001], [0.004, 0.003, -0.006], [-0.004, 0.005, -0.005], [0.005, -0.008, -0.019], [0.014, -0.001, 0.003], [-0.006, 0.010, -0.004], [-0.003, -0.002, -0.001], [-0.030, 0.009, 0.002], [0.002, 0.002, -0.011], [0.000, -0.005, -0.002], [-0.004, -0.011, -0.004], [-0.030, -0.121, -0.029], [0.198, -0.087, -0.030], [-0.120, -0.015, 0.193], [-0.045, 0.046, -0.156], [0.032, -0.012, 0.056], [0.047, -0.042, -0.010], [-0.037, 0.086, -0.013], [-0.013, -0.032, 0.034], [-0.018, 0.006, -0.033], [0.062, -0.062, 0.002], [-0.048, 0.025, -0.041], [0.002, -0.028, 0.033], [-0.026, -0.013, -0.003], [0.031, 0.011, 0.020], [0.030, 0.043, -0.029], [-0.044, 0.006, -0.019], [-0.012, 0.012, -0.012], [0.009, -0.013, 0.004], [-0.005, 0.011, -0.014], [-0.008, 0.000, -0.010], [-0.008, 0.003, -0.008], [0.022, 0.020, -0.011], [-0.005, -0.009, 0.009], [0.017, -0.007, -0.016], [-0.002, -0.006, 0.002], [0.003, -0.004, 0.005], [-0.005, 0.020, -0.017], [0.001, -0.001, 0.006], [-0.010, -0.007, 0.006], [0.006, 0.007, 0.001], [-0.004, -0.008, 0.013], [0.013, -0.001, -0.005], [-0.002, 0.009, 0.007], [0.006, -0.002, 0.012], [0.002, -0.015, 0.006], [-0.005, -0.007, -0.005], [0.009, 0.005, 0.012], [-0.017, -0.007, 0.006], [-0.020, 0.027, 0.043], [-0.004, -0.004, 0.004], [0.018, 0.003, -0.015], [-0.002, 0.004, 0.008], [0.001, 0.000, 0.000], [0.012, -0.003, 0.004], [-0.003, 0.006, -0.008], [0.001, -0.001, 0.001], [-0.002, -0.008, -0.010], [0.000, 0.009, 0.004], [-0.008, -0.014, 0.012], [0.021, 0.013, 0.017], [-0.007, -0.008, -0.032], [0.008, 0.016, 0.019], [-0.043, 0.107, -0.197], [0.016, 0.026, 0.059], [-0.009, -0.267, 0.200], [0.000, -0.001, 0.000], [0.001, 0.000, -0.003], [-0.005, 0.003, 0.004], [0.002, 0.000, -0.004]],
  "mulliken_charge": [5.256, -1.378, 0.598, -0.870, -0.957, -0.567, 0.389, 0.263, -0.761, 0.165, -0.957, -1.086, -1.086, 0.358, -0.080, 0.369, 0.459, 0.413, 0.448, 0.071, 0.327, 0.593, 0.285, 0.406, 0.361, 0.199, 0.278, 0.412, -0.550, 0.685, -0.531, -0.539, -1.023, -0.290, 0.435, -1.417, -1.486, 0.342, 0.784, -1.364, -1.465, -1.472, -0.160, 0.347, -1.243, -1.179, 0.219, 0.224, 0.294, 0.400, 0.386, 0.273, 0.425, 0.224, 0.417, 0.214, 0.549, 0.416, 0.239, 0.399, 0.530, 0.438, 0.379, 0.394, 0.347, 0.496, -1.241, 0.314, 0.328, 0.363, 0.160, 0.458, 0.360, -0.239, 0.192, -0.725, -0.230, 0.497, 0.058, -1.046, -1.126, -0.613, -1.329, 0.417, 0.472, 0.430, 0.456]
}